No. 1
Density functional theory data (the ωB97M-V functional and the def2-TZVPD basis) for the ion C10H9O2S with charge -1 in a non-equilibrium geometry.

```
22
Properties=species:S:1:pos:R:3
C -0.52438 2.98528 -0.28410
C 0.64832 2.64256 -0.83483
C -1.33076 2.10987 0.41538
C 1.20056 1.39435 -0.70505
C -1.54384 -0.28148 1.23076
C -0.80303 0.63840 0.55216
C 0.40363 0.32929 -0.18205
C 0.66334 -0.95669 -0.46127
C -0.99873 -1.78410 1.30324
C -0.17500 -2.09480 0.02581
O 2.38952 -1.63975 -2.54771
O 2.35416 -2.92172 -0.47153
S 2.40699 -1.55587 -1.06984
H -1.04315 3.97610 -0.49506
H 1.28149 3.33317 -1.28217
H -2.21616 2.53596 0.89355
H 2.05620 1.04848 -1.18012
H -2.31006 -0.12603 1.99406
H -0.33759 -1.81127 2.24270
H -1.91189 -2.43199 1.41866
H -0.83433 -2.45235 -0.72112
H 0.62470 -2.93738 0.15853
```

Computed properties:
Multiplicity: 1
ΔE to the lowest compared entry with this formula, charge and spin: 35.81 kcal per mole
Net charge: -1
Kohn-Sham gap (alpha / beta): 6.6 / 6.6 eV
E: -25444.4960 eV

No. 2
Density functional theory data (the ωB97M-V functional and the def2-TZVPD basis) for a cluster of 2 separate species, C11H10 in total in a non-equilibrium geometry.

```
21
Properties=species:S:1:pos:R:3
C 1.97486 1.33629 1.13464
C 1.19057 -2.15079 0.97417
C 1.30413 -2.20437 -0.33835
C 0.71205 0.96778 1.14637
C 1.73655 1.30733 -0.21236
C -0.54241 0.71954 0.61193
C 0.84017 0.97933 -1.20599
C 0.00246 -1.93315 0.21162
C -0.48667 0.66982 -0.76692
C -1.68978 0.35616 1.46837
C -1.59136 0.44676 -1.82134
H 2.97098 1.45584 1.69717
H 1.82209 -2.36358 1.89878
H 1.79963 -2.39258 -1.31979
H 1.16842 0.83706 -2.24785
H -1.95868 1.04469 2.29436
H -1.43488 -0.71639 1.79389
H -2.48517 0.30118 0.80135
H -2.53756 0.39769 -1.28776
H -1.37858 -0.39251 -2.47067
H -1.41682 1.33387 -2.36162
```

Computed properties:
Multiplicity: 1
ΔE to the lowest compared entry with this formula, charge and spin: 218.25 kcal per mole
SMILES: Cc1cc2cc-2c1C.C1=CC=1
Kohn-Sham gap: 9.3 eV
E: -11560.0017 eV

No. 3
Density functional theory data (the ωB97M-V functional and the def2-TZVPD basis) for a cluster of 2 separate species, C11H10BF4N2O3 in total in a non-equilibrium geometry.

```
31
Properties=species:S:1:pos:R:3
N -2.69796 2.61911 -0.74350
C -1.83178 1.66828 -1.49085
C -1.21031 0.56174 -0.66370
C -1.35089 -0.73584 -1.16305
C -0.78124 -1.83809 -0.53707
C -0.10796 -1.60270 0.64293
C 0.04339 -0.33009 1.15871
C -0.48189 0.78880 0.51489
C -0.20508 2.15291 1.09864
C 1.17478 2.63368 0.68819
O 1.65889 3.65745 1.08436
C 0.82159 -0.43584 2.42680
O 1.48631 0.38972 2.96757
N 0.70415 -1.81271 2.85673
C 0.57372 -2.54671 1.60450
O 1.00118 -3.62720 1.39714
H -2.18645 3.48586 -0.62629
H -3.46830 2.88556 -1.34515
H -2.45841 1.19467 -2.23960
H -1.06142 2.20891 -2.04518
H -1.89450 -0.88063 -2.08439
H -0.84355 -2.83851 -0.93081
H -0.95092 2.89010 0.84533
H -0.18157 2.07144 2.18169
H 1.72653 1.98489 -0.01341
H -0.12732 -1.95696 3.41545
B 2.53921 -2.52274 -1.80035
F 1.36272 -3.30803 -1.80872
F 2.16955 -1.17117 -1.58028
F 3.38806 -2.94694 -0.76948
F 3.18945 -2.63894 -3.04110
```

Computed properties:
Multiplicity: 1
ΔE to the lowest compared entry with this formula, charge and spin: 0.00 kcal per mole
Net charge: -1
Kohn-Sham gap: 9.4 eV
E: -32246.5407 eV

No. 4
Density functional theory data (the ωB97M-V functional and the def2-TZVPD basis) for a structure of composition C11H10BrNSSn in a non-equilibrium geometry.

```
25
Properties=species:S:1:pos:R:3
C 1.12530 1.05502 1.42880
C 0.85935 1.99276 2.44882
C 0.60170 1.29773 3.67622
H 0.85364 3.07029 2.31538
C 0.73853 -0.10447 3.38502
C 1.00254 -0.26716 1.97772
H 1.28906 -1.22160 1.53133
H 1.56948 1.28758 0.46183
H 0.34452 1.79601 4.60797
H 0.70907 -0.92268 4.11690
Sn -1.41035 -0.22533 -0.02283
Br -1.09040 2.20827 -0.88716
C -0.95793 -1.54736 -3.25210
C 0.06628 -2.46709 -2.85513
C 1.33106 -1.80937 -2.99829
H -0.08806 -3.49668 -2.52553
C 1.08693 -0.48326 -3.48313
C -0.32751 -0.31722 -3.62018
H -0.82756 0.56122 -4.03001
H -2.02266 -1.77391 -3.34888
H 2.31048 -2.24291 -2.78584
H 1.84884 0.24741 -3.76362
S -3.21346 1.86435 3.78778
C -2.94701 1.07325 2.43355
N -2.85183 0.42517 1.40139
```

Computed properties:
Multiplicity: 1
Net charge: -2
Kohn-Sham gap: 5.4 eV
E: -99768.2340 eV

No. 5
Density functional theory data (the ωB97M-V functional and the def2-TZVPD basis) for a cluster of 2 separate species, C11H10Cl2 in total in a non-equilibrium geometry.

```
23
Properties=species:S:1:pos:R:3
C 1.74600 1.94829 1.12878
C 1.71739 0.50905 0.99675
C 0.57980 2.61981 0.88507
C 0.59871 -0.16672 0.62262
C -0.58916 1.97996 0.23344
C -0.66260 0.47646 0.48187
C 0.90899 -2.58111 -2.13016
C -0.15635 -2.20502 -2.50042
C -2.31091 -1.64407 0.28457
C -1.79037 -0.22999 0.32551
C -3.21864 -0.41162 0.31389
Cl -3.90374 -0.13684 -1.25703
Cl -4.16012 -0.00765 1.70369
H 2.67361 2.38960 1.41442
H 2.67380 -0.05244 1.16686
H 0.62252 3.63924 0.68984
H 0.64047 -1.28894 0.51400
H -0.28766 2.23119 -0.90561
H 1.90783 -2.61720 -1.77078
H -1.56524 2.51525 0.45039
H -1.07483 -2.10650 -2.88076
H -2.22723 -2.24453 -0.62603
H -2.12280 -2.32653 1.19492
```

Computed properties:
Multiplicity: 1
ΔE to the lowest compared entry with this formula, charge and spin: 103.73 kcal per mole
SMILES: ClC1(Cl)C/C1=C1\C=CC=CC1.C#C
Kohn-Sham gap: 7.8 eV
E: -36608.2629 eV

No. 6
Density functional theory data (the ωB97M-V functional and the def2-TZVPD basis) for a structure of composition C11H10Cl5GdN2O4 in a non-equilibrium geometry.

```
33
Properties=species:S:1:pos:R:3
Gd -0.31869 -0.02036 0.30113
N -0.88262 -1.47463 -1.72476
C -2.25237 -1.04283 -2.12574
C -3.08531 -0.97114 -0.84656
O -3.91996 -1.84424 -0.64008
N -2.69225 0.03279 -0.01819
C -3.18559 -0.09667 1.38561
C -1.83976 -0.35835 2.03548
O -1.10098 0.64835 2.30438
O -1.25802 -1.46068 1.75891
H -0.25497 -1.55982 -2.51478
H -0.94710 -2.40712 -1.32398
H -2.74668 -1.73997 -2.79683
H -2.17457 -0.06455 -2.59784
H -3.88750 -0.91935 1.49260
H -3.60255 0.83789 1.75042
Cl 1.98665 -3.08247 -0.62151
C 2.80317 -1.62194 -0.05084
C 2.08612 -0.48703 0.22349
C 2.78307 0.60174 0.66628
Cl 1.85840 2.07180 1.07031
C 4.16195 0.62644 0.84065
Cl 4.96699 2.03793 1.40518
C 4.86949 -0.53431 0.54042
Cl 6.58069 -0.56243 0.71599
C 4.18999 -1.67188 0.09266
Cl 5.07976 -3.10065 -0.27647
C -1.28780 3.17681 0.16529
O -0.71454 2.25613 -0.79035
H -2.33569 3.35886 -0.06368
H -0.72566 4.10860 0.17299
H -1.23052 2.71759 1.14598
H -0.92314 2.54548 -1.67616
```

Computed properties:
Multiplicity: 8
ΔE to the lowest compared entry with this formula, charge and spin: 0.00 kcal per mole
Kohn-Sham gap (alpha / beta): 7.3 / 8.6 eV
E: -106186.7950 eV

No. 7
Density functional theory data (the ωB97M-V functional and the def2-TZVPD basis) for a structure of composition C11H10ClCoIN2O5 in a non-equilibrium geometry.

```
31
Properties=species:S:1:pos:R:3
Co 0.81290 -0.14311 1.02595
O -0.74419 2.38033 1.22266
Cl 0.48066 1.70831 1.40933
O 1.62494 2.52635 1.29695
O -1.33701 -0.37293 0.68520
O 0.50556 0.92604 2.67643
I -3.02830 -0.64910 2.80571
C -1.63515 0.18224 -0.42176
C -2.95065 0.48081 -0.85326
C -3.15267 1.05692 -2.09204
C -2.09988 1.33074 -2.95784
C -0.77067 1.02435 -2.60123
C 0.34347 1.23824 -3.43510
C 1.61109 0.91306 -3.00465
C 1.83652 0.43255 -1.71064
C 0.76570 0.22986 -0.86310
C -0.53591 0.48945 -1.30874
H -3.77486 0.24333 -0.19648
H -4.15640 1.30279 -2.40324
H -2.29257 1.79222 -3.91371
H 0.20103 1.65681 -4.42085
H 2.45449 1.05594 -3.66304
H 2.84486 0.20133 -1.39835
N 2.71890 -2.92321 3.07228
C 1.63598 -2.29889 2.60187
N 0.49499 -2.32502 3.29071
O 1.70120 -1.70848 1.48287
H 2.72616 -3.39371 3.96080
H 3.57457 -2.88636 2.54158
H 0.42734 -2.70023 4.22245
H -0.28209 -1.77065 2.94925
```

Computed properties:
Multiplicity: 5
Net charge: +1
Kohn-Sham gap (alpha / beta): 6.7 / 6.2 eV
E: -83022.2139 eV

No. 8
Density functional theory data (the ωB97M-V functional and the def2-TZVPD basis) for a structure of composition C11H10ClEuF3 in a non-equilibrium geometry.

```
26
Properties=species:S:1:pos:R:3
C 2.38955 -0.25546 2.59879
C 2.54038 0.92938 1.83864
C 2.48377 0.57280 0.45565
H 2.66229 1.91230 2.27303
C 2.35224 -0.85502 0.37505
C 2.26017 -1.35503 1.71755
H 2.14529 -2.39305 2.05310
H 2.40920 -0.31527 3.68216
H 2.58116 1.20779 -0.43393
H 2.42972 -1.43748 -0.54711
Eu -0.41606 -0.02124 0.19460
Cl -1.23542 -0.77348 2.44296
C -2.85296 0.69369 -0.73713
C -2.05885 0.52890 -1.91471
C -1.11069 1.60182 -1.95733
H -2.10319 -0.30188 -2.61670
C -1.32156 2.42395 -0.81006
C -2.39000 1.85798 -0.05308
H -2.77027 2.25797 0.89193
H -3.60954 -0.00529 -0.37129
H -0.40185 1.80601 -2.76461
H -0.84671 3.39136 -0.62196
F -1.68627 -3.66351 -0.98270
C -0.95861 -2.53217 -1.25522
F 0.33196 -2.79043 -0.81259
F -0.82375 -2.48465 -2.64505
```

Computed properties:
Multiplicity: 7
Net charge: -1
Kohn-Sham gap (alpha / beta): 6.2 / 7.6 eV
E: -51574.5646 eV

No. 9
Density functional theory data (the ωB97M-V functional and the def2-TZVPD basis) for a structure of composition C11H10ClMoNS in a non-equilibrium geometry.

```
25
Properties=species:S:1:pos:R:3
C 0.95660 -2.10012 1.86484
C 1.05043 -1.82346 0.45966
C -0.28530 -1.56826 -0.02443
H 1.95257 -1.86316 -0.14570
C -1.18918 -1.62181 1.09441
C -0.42591 -2.02131 2.25385
H -0.85792 -2.22616 3.23308
H 1.79219 -2.41613 2.47967
H -0.59852 -1.46158 -1.05794
H -2.27398 -1.46775 1.06678
Mo 0.24265 0.02348 1.44638
Cl 0.67723 2.15714 0.63087
C 0.09716 2.51214 -2.10155
C -1.12873 1.88238 -2.46268
C -0.81845 0.65324 -3.11570
H -2.12162 2.28823 -2.28492
C 0.61213 0.51702 -3.14697
C 1.17296 1.66012 -2.51225
H 2.23241 1.85774 -2.37251
H 0.18273 3.48472 -1.63089
H -1.53508 -0.04580 -3.54685
H 1.16568 -0.30213 -3.60707
S -0.54735 0.94550 5.88829
C -0.26920 0.57029 4.38687
N -0.08349 0.36565 3.20478
```

Computed properties:
Multiplicity: 3
ΔE to the lowest compared entry with this formula, charge and spin: 0.00 kcal per mole
Kohn-Sham gap (alpha / beta): 6.8 / 5.9 eV
E: -38269.5755 eV

No. 10
Density functional theory data (the ωB97M-V functional and the def2-TZVPD basis) for a structure of composition C11H10ClNSeYb in a non-equilibrium geometry.

```
25
Properties=species:S:1:pos:R:3
C -2.46811 -0.94622 -0.14597
C -1.82653 -1.12768 -1.41079
C -1.55924 0.15876 -1.95619
H -1.59257 -2.08602 -1.88117
C -1.99433 1.14066 -1.01952
C -2.56096 0.45690 0.10134
H -2.99942 0.92779 0.97976
H -2.77469 -1.74564 0.52982
H -1.11941 0.36129 -2.93632
H -1.94870 2.22043 -1.16364
Yb -0.29577 -0.46114 0.61732
Cl 0.18750 -2.71438 1.19161
C 2.61765 0.15980 0.19078
C 2.17539 1.39315 -0.38954
C 1.66934 1.10575 -1.69348
H 2.20211 2.37190 0.09072
C 1.78724 -0.29967 -1.91539
C 2.37135 -0.88624 -0.75440
H 2.51510 -1.95876 -0.57511
H 3.01008 0.02444 1.20731
H 1.24944 1.83004 -2.39288
H 1.45337 -0.84394 -2.80615
Se 0.01474 -0.04396 5.43737
C -0.03581 0.34479 3.72420
N -0.07785 0.61796 2.55989
```

Computed properties:
Multiplicity: 2
ΔE to the lowest compared entry with this formula, charge and spin: 0.00 kcal per mole
Net charge: -1
Kohn-Sham gap (alpha / beta): 7.3 / 7.3 eV
E: -122461.6838 eV

No. 11
Density functional theory data (the ωB97M-V functional and the def2-TZVPD basis) for a cluster of 2 separate species, C11H10F3NOS2 in total in a non-equilibrium geometry.

```
28
Properties=species:S:1:pos:R:3
C 0.83891 -3.49101 1.20140
C 1.29928 -3.06984 -0.03791
C 0.69553 -2.01865 -0.68061
C -0.41560 -1.35493 -0.10395
C -1.07373 -0.32599 -0.78609
S -2.44528 0.53679 -0.12146
C -2.90402 1.43208 -1.59559
C -1.72895 1.57906 -2.54907
S -0.57805 0.22178 -2.37235
C -0.84612 -1.79097 1.17528
C -0.22932 -2.84267 1.80507
H 1.30202 -4.33380 1.69072
H 2.13136 -3.57506 -0.49964
H 1.05514 -1.68566 -1.63805
H -3.70827 0.86183 -2.06732
H -3.32827 2.39914 -1.30395
H -2.06246 1.60950 -3.59379
H -1.17617 2.50727 -2.36009
H -1.67494 -1.28800 1.64085
H -0.58097 -3.17257 2.76883
H -0.19721 1.35039 0.48573
N 0.46331 1.74135 1.10339
C 1.66759 2.05115 0.66680
C 2.66066 2.56662 1.69201
F 2.25885 3.77719 2.10363
F 2.69282 1.71894 2.72929
F 3.88128 2.65396 1.13843
O 2.00263 1.94214 -0.49160
```

Computed properties:
Multiplicity: 1
ΔE to the lowest compared entry with this formula, charge and spin: 40.01 kcal per mole
Kohn-Sham gap: 4.6 eV
E: -44927.2821 eV

No. 12
Density functional theory data (the ωB97M-V functional and the def2-TZVPD basis) for a structure of composition C11H10FeN2O4 in a non-equilibrium geometry.

```
28
Properties=species:S:1:pos:R:3
Fe 0.12310 0.12667 -0.29467
O -0.08095 -0.81797 -3.11594
C 0.06945 -0.35491 -2.05079
C 0.86136 1.79015 -0.25402
O 1.36568 2.83403 -0.12151
C -0.78025 1.33988 -1.30358
O -1.46863 2.08795 -1.89068
C 1.76566 0.09557 -1.06180
O 2.87658 0.02378 -1.41821
C 1.36245 2.16051 -3.92362
H 2.09957 1.43191 -4.28685
H 0.38562 2.17042 -4.42302
C 1.71521 3.13064 -3.06372
H 1.03643 3.96252 -2.83062
H 2.74756 3.21848 -2.69662
N -1.79581 0.39012 2.50989
C -1.30771 -0.86967 2.40714
C -1.67598 -1.78924 3.42789
C -1.20359 -3.09909 3.37019
C -0.37755 -3.44386 2.27696
C -0.06607 -2.48365 1.30505
N -0.51733 -1.19403 1.34909
H -1.58387 1.11340 1.82311
H -2.38827 0.62273 3.30310
H -2.31049 -1.45023 4.23669
H -1.44719 -3.84113 4.12079
H 0.02426 -4.44095 2.15896
H 0.57077 -2.71402 0.44679
```

Computed properties:
Multiplicity: 6
ΔE to the lowest compared entry with this formula, charge and spin: 19.10 kcal per mole
Net charge: +3
Kohn-Sham gap (alpha / beta): 6.1 / 6.1 eV
E: -57087.5445 eV